Entry 1:
The following is a quantum chemistry calculation of a structure of composition C37H96CdF6N2O18S2 at a distorted geometry, from OMol25.

Cartesian coordinates (Å):
Cd  -2.9180  -1.8162  -0.3788
C  -1.6159  -5.0859  -3.3860
C  -1.0510  -3.6681  -3.2243
C  0.1582  -3.4781  -4.2926
C  -0.3474  -3.1229  -5.7160
C  -1.2291  -1.9131  -5.6083
C  -2.4778  -2.0893  -4.7091
N  -2.0442  -2.5748  -3.3621
O  -3.0875  -2.5832  -2.3518
C  -3.5433  -2.9658  -5.4355
C  -3.0191  -0.6019  -4.6809
C  -0.3411  -3.4484  -1.8953
H  -2.0442  -5.2733  -4.3707
H  -2.3800  -5.2910  -2.6362
H  -0.7985  -5.7738  -3.1700
H  0.7758  -4.3673  -4.4186
H  0.9049  -2.7504  -3.9749
H  -0.9196  -3.9846  -6.0595
H  0.4581  -2.9952  -6.4392
H  -1.4418  -1.6582  -6.6465
H  -0.6390  -1.0704  -5.2482
H  -4.4327  -3.1734  -4.8405
H  -3.1829  -3.9764  -5.6271
H  -3.9556  -2.5995  -6.3756
H  -2.2646  0.0076  -4.1836
H  -3.8859  -0.4758  -4.0321
H  -3.1785  -0.1609  -5.6649
H  0.5512  -4.0664  -1.7954
H  -1.0198  -3.5653  -1.0505
H  0.0122  -2.4321  -1.7211
C  1.4970  -1.4101  0.3448
F  2.4768  -0.9189  1.0957
F  1.4335  -0.6970  -0.7713
F  1.7290  -2.6691  0.0236
S  -0.2608  -1.3455  1.2971
O  -0.6763  -2.7111  1.4766
O  -0.0597  -0.6560  2.5806
N  -1.4394  -0.6621  0.1383
S  -1.1343  0.9040  0.3467
O  -2.1213  1.5136  1.2051
O  0.2374  1.3098  0.6107
C  -1.4238  1.6982  -1.4131
F  -2.6798  1.4804  -1.7414
F  -1.2735  3.0277  -1.3142
F  -0.5862  1.2030  -2.3300
C  0.9587  2.8501  3.5117
C  0.5662  4.2989  3.3539
O  1.6526  5.1661  3.3710
H  1.7861  2.6257  2.8386
H  0.1010  2.1968  3.3518
H  1.4313  2.6018  4.4620
H  -0.1149  4.5510  4.1668
H  0.0660  4.3352  2.3861
H  2.0553  5.2863  2.5079
C  2.7190  -3.9453  2.6817
C  3.4573  -5.1716  3.2872
O  4.3070  -4.6975  4.3079
H  1.9280  -4.1909  1.9732
H  3.4329  -3.2517  2.2373
H  2.2721  -3.4683  3.5539
H  4.1507  -5.5635  2.5431
H  2.7930  -5.9849  3.5793
H  5.0767  -5.2704  4.2788
C  -2.9244  1.8089  4.4698
C  -4.4426  1.5104  4.2300
O  -5.1210  2.1869  5.2464
H  -2.5577  1.6057  5.4760
H  -2.6623  2.8371  4.2202
H  -2.2990  1.2051  3.8122
H  -4.6651  0.4568  4.3988
H  -4.7627  1.8249  3.2367
H  -4.6859  2.0543  6.0918
C  0.1045  -2.8352  5.3530
C  -0.8412  -1.8587  6.0184
O  -0.7579  -1.8641  7.4315
H  1.1361  -2.6676  5.6628
H  -0.0055  -2.7646  4.2709
H  -0.0939  -3.8564  5.6783
H  -1.8169  -2.1937  5.6663
H  -0.7463  -0.8268  5.6805
H  0.1147  -1.5191  7.6344
C  -0.8392  7.1154  1.5569
C  -1.0385  6.6883  0.1497
O  0.0789  7.1222  -0.5691
H  -0.8179  8.2011  1.6505
H  0.1602  6.8471  1.8995
H  -1.6131  6.8128  2.2623
H  -1.9494  7.1068  -0.2784
H  -1.1371  5.6141  -0.0064
H  -0.0466  8.0624  -0.7165
C  -4.1093  4.3291  2.0671
C  -4.0029  4.1499  0.5823
O  -5.1529  4.6182  -0.0279
H  -3.1301  4.0291  2.4403
H  -4.9563  3.8236  2.5310
H  -4.1477  5.3882  2.3220
H  -3.8690  3.0813  0.4140
H  -3.1244  4.6406  0.1634
H  -4.9073  4.8081  -0.9363
C  4.0234  -1.6195  -2.5787
C  5.2510  -2.5036  -2.3646
O  5.2643  -3.4939  -3.3555
H  4.1169  -0.6698  -2.0519
H  3.0945  -2.1425  -2.3516
H  3.9731  -1.3858  -3.6422
H  5.1652  -2.8851  -1.3472
H  6.2023  -1.9859  -2.4871
H  4.6376  -4.1753  -3.1014
C  -6.3536  -0.8131  -1.3645
C  -5.2648  0.1860  -1.1077
O  -4.4563  -0.3198  -0.1201
H  -5.9651  -1.7768  -1.6939
H  -7.1182  -0.4972  -2.0742
H  -6.8792  -1.0435  -0.4378
H  -5.7080  1.1514  -0.8634
H  -4.7405  0.4638  -2.0221
H  -4.9916  -0.1031  0.6468
C  -1.2111  4.3750  -4.3368
C  -0.8676  5.5800  -3.4641
O  0.4257  5.4181  -2.9342
H  -1.0355  3.4148  -3.8517
H  -0.5061  4.3665  -5.1680
H  -2.2438  4.4373  -4.6800
H  -1.5204  5.5578  -2.5915
H  -0.9910  6.5714  -3.9000
H  0.4983  5.9343  -2.1280
C  0.5507  -6.8292  -0.6435
C  1.9023  -6.6430  0.1322
O  2.9367  -7.1365  -0.6034
H  0.7085  -6.6131  -1.7002
H  -0.2140  -6.1728  -0.2283
H  0.2069  -7.8623  -0.5913
H  1.8669  -7.1198  1.1118
H  2.0733  -5.5999  0.3981
H  2.9172  -8.0953  -0.6461
C  2.1740  2.3408  -2.9991
C  2.2434  3.0256  -4.3306
O  2.6422  4.3865  -4.1933
H  1.9987  1.2689  -3.0903
H  1.4781  2.7776  -2.2828
H  3.1039  2.4470  -2.4402
H  1.2831  2.9509  -4.8408
H  2.9683  2.5139  -4.9637
H  1.8824  4.8588  -3.8451
C  2.9535  0.1476  4.6001
C  4.1649  -0.7443  4.8907
O  4.1287  -1.0032  6.2900
H  2.9637  0.4124  3.5428
H  3.0309  1.0613  5.1894
H  2.0500  -0.3980  4.8722
H  5.1225  -0.3135  4.5982
H  4.0418  -1.7076  4.3958
H  4.8906  -1.5610  6.4627
C  4.8437  1.1184  0.2482
C  5.2628  1.7409  1.6179
O  6.3420  2.5735  1.4635
H  5.6903  0.6612  -0.2639
H  4.4709  1.8585  -0.4599
H  4.0550  0.3669  0.2869
H  5.5395  1.0090  2.3767
H  4.4746  2.4135  1.9561
H  6.6823  2.8016  2.3317

Values from the calculation:
Largest force on an atom   6.916 eV Å⁻¹
LUMO   -1.6 eV
Electronic energy   -122291.0945 eV
Frontier orbital gap   5.93 eV
2S+1   1

Entry 2:
The following is a quantum chemistry calculation of a cluster of 2 separate species, C3H6N2S3 in total at a distorted geometry, from OMol25.

Cartesian coordinates (Å):
C  1.7384  1.5078  1.0380
C  0.6771  -0.5804  0.4714
C  -0.6256  -1.4563  -1.7077
N  1.1593  0.9911  2.0502
N  0.5852  -0.1596  1.7595
S  1.6128  0.5710  -0.4416
S  -2.0297  1.4141  -0.0293
S  -0.0194  -2.0389  -0.0948
H  2.2579  2.4417  1.0657
H  -1.2287  -2.2551  -2.1215
H  0.2189  -1.2404  -2.3543
H  -1.2300  -0.5670  -1.5296
H  -0.0111  -0.6018  2.4448
H  -3.1052  1.9737  -0.5507

Values from the calculation:
Largest force on an atom   2.534 eV Å⁻¹
LUMO   -1.3 eV
Electronic energy   -38691.3591 eV
Frontier orbital gap   5.01 eV
2S+1   1

Entry 3:
The following is a quantum chemistry calculation of a structure of composition C24H19N5OV at a distorted geometry, from OMol25.

Cartesian coordinates (Å):
V  0.0522  -0.2776  0.0531
O  -1.9463  -2.4823  -2.7165
C  -1.2027  -2.0285  -1.8737
N  -1.3466  -0.8559  -1.1977
C  -2.6201  -0.1782  -1.2417
C  -2.9440  0.2182  0.1748
C  -4.2044  0.6391  0.5616
C  -4.4285  0.9701  1.8856
C  -3.3777  0.8821  2.7866
C  -2.1440  0.4783  2.3232
N  -1.9181  0.1420  1.0447
C  -0.0087  -2.8039  -1.3825
C  0.3187  -4.0343  -1.9139
C  1.3979  -4.7177  -1.3741
C  2.1064  -4.1495  -0.3258
C  1.7206  -2.9090  0.1481
N  0.6795  -2.2533  -0.3715
H  -2.5796  0.7215  -1.8672
H  -3.3911  -0.8198  -1.6734
H  -4.9972  0.6908  -0.1720
H  -5.4086  1.2906  2.2123
H  -3.5059  1.1272  3.8307
H  -1.2976  0.4225  2.9861
H  -0.2786  -4.4250  -2.7253
H  1.6821  -5.6857  -1.7642
H  2.9488  -4.6550  0.1234
H  2.2419  -2.4164  0.9592
C  2.5619  0.3357  -5.0835
C  3.6185  0.3397  -4.1806
C  3.3776  0.3754  -2.8187
C  2.0602  0.4078  -2.3721
C  0.9967  0.3954  -3.2655
C  1.2529  0.3643  -4.6273
N  1.7589  0.4311  -0.9739
N  2.6677  0.8240  -0.2150
C  2.4230  0.7674  1.1748
C  3.5124  1.2106  1.9254
C  3.4615  1.1320  3.3047
C  2.3333  0.5876  3.8993
C  1.2556  0.1560  3.1287
C  1.2311  0.2532  1.7402
H  2.7630  0.3059  -6.1459
H  4.6373  0.3097  -4.5426
H  4.1904  0.3733  -2.1076
H  -0.0198  0.4174  -2.8962
H  0.4302  0.3609  -5.3291
H  4.3828  1.5955  1.4109
H  4.2940  1.4690  3.9066
H  2.2856  0.4910  4.9765
H  0.4245  -0.2853  3.6655

Values from the calculation:
Largest force on an atom   1.120 eV Å⁻¹
LUMO (spin up / spin down)   -3.9 / -4.1 eV
Net charge   +1
Electronic energy   -60376.8760 eV
Frontier orbital gap (spin up / spin down)   7.66 / 7.52 eV
2S+1   3

Entry 4:
The following is a quantum chemistry calculation of a structure of composition C9H13O7PPm at a distorted geometry, from OMol25.

Cartesian coordinates (Å):
Pm  1.0785  0.1432  -0.8760
C  -1.0796  -0.1973  -2.1729
O  -2.1599  -0.4143  -2.4903
C  1.4016  0.8323  -3.5482
O  1.5825  1.1363  -4.6515
C  1.6430  -2.0233  -1.9952
O  1.9324  -3.1127  -2.2529
C  0.4097  2.5331  -0.9967
O  0.0499  3.5840  -0.7187
C  3.3047  0.5476  -0.0131
H  2.7647  1.2126  0.7034
H  3.2477  -0.5220  0.3020
C  3.4749  0.8986  -1.3226
H  3.8035  0.2063  -2.1145
H  3.3247  1.9163  -1.7183
C  -0.3559  -0.3167  3.6797
O  -1.0657  -0.9921  2.6023
P  -0.2379  -0.6269  1.2662
O  -0.9256  -1.7195  0.1563
C  -2.3207  -2.0997  0.2691
O  -0.9503  0.9829  0.9212
C  -2.3528  1.2467  0.6373
H  -0.2957  0.7664  3.5385
H  0.6585  -0.7191  3.7048
H  -0.9471  -0.6098  4.5370
H  -2.4377  -2.9359  -0.4215
H  -2.5595  -2.4090  1.2889
H  -2.9267  -1.2367  -0.0168
H  -2.5173  1.0738  -0.4303
H  -2.9722  0.5657  1.2306
H  -2.5716  2.2889  0.9021

Values from the calculation:
Largest force on an atom   7.021 eV Å⁻¹
LUMO (spin up / spin down)   -13.3 / -13.0 eV
Net charge   +3
Electronic energy   -49686.3733 eV
Frontier orbital gap (spin up / spin down)   8.24 / 8.54 eV
2S+1   5

Entry 5:
The following is a quantum chemistry calculation of a cluster of 2 separate species, C5H9NO8 in total at a distorted geometry, from OMol25.

Cartesian coordinates (Å):
C  -2.9646  0.4642  0.3879
C  -1.5158  0.4097  -0.0600
C  -1.0768  1.5322  -1.0496
O  -1.2024  1.5305  -2.2667
C  -1.2017  -0.9699  -0.6544
O  -1.8327  -1.8527  0.2171
O  -1.1426  -3.1466  0.1343
C  0.3155  -1.2167  -0.6284
O  0.8852  -1.4674  0.5015
O  4.7922  -1.5724  -0.8779
N  4.5158  -0.7138  -0.0394
O  5.1002  0.3592  0.1666
O  -0.6438  0.4241  1.0672
O  -0.9815  1.6708  1.8481
H  -3.5871  0.1277  -0.4546
H  -3.0658  -0.1808  1.2719
H  -3.2205  1.5074  0.6125
H  -0.5531  2.3024  -0.4488
H  -1.5929  -1.0491  -1.6912
H  -0.5471  -3.0847  0.9287
H  0.5020  -2.0342  -1.3527
H  0.7205  -0.2578  -1.0506
H  -0.2393  1.6375  2.4929

Values from the calculation:
Largest force on an atom   4.144 eV Å⁻¹
LUMO (spin up / spin down)   -2.0 / -2.6 eV
Electronic energy   -23188.1795 eV
Frontier orbital gap (spin up / spin down)   7.87 / 7.34 eV
2S+1   1

Entry 6:
The following is a quantum chemistry calculation of an isolated molecule of C2H8N2O2S at a distorted geometry, from OMol25.

Cartesian coordinates (Å):
C  -1.6970  1.0979  -1.0324
N  -0.3383  1.2372  -0.6159
O  0.2940  -0.0506  -0.6544
S  0.8527  -0.5060  1.0433
C  -0.7600  -0.7216  1.7859
N  1.5379  -1.8949  0.9338
O  1.4671  0.6830  1.6261
H  -2.1990  0.4629  -0.2342
H  -2.2151  2.1151  -0.9428
H  -1.7805  0.6467  -2.0544
H  0.2976  1.8152  -1.1202
H  -0.9798  -1.7054  1.2784
H  -0.7526  -0.9180  2.8404
H  -1.3555  0.0595  1.4968
H  2.5668  -1.7863  0.9016

Values from the calculation:
Largest force on an atom   4.468 eV Å⁻¹
LUMO   0.8 eV
SMILES   CNO[S@@](C)(=N)=O
Electronic energy   -20110.1911 eV
Frontier orbital gap   10.02 eV
2S+1   1

Entry 7:
The following is a quantum chemistry calculation of a structure of composition C26H29BrCeI3N6OS at a distorted geometry, from OMol25.

Cartesian coordinates (Å):
Ce  -1.6897  -1.3722  -0.4432
S  -0.0531  -2.6564  -2.1698
C  1.4052  -2.2796  -1.2505
N  2.4991  -2.6901  -1.8416
N  3.7308  -2.4375  -1.5808
C  4.3652  -1.3662  -0.9608
C  5.7178  -1.5140  -0.6345
C  6.4247  -0.4461  -0.1195
C  5.8066  0.7852  0.0470
C  4.4683  0.9346  -0.2850
C  3.7411  -0.1312  -0.7734
N  1.4404  -1.8684  0.0216
N  0.3277  -1.9024  0.7191
C  0.4616  -1.9488  2.1010
C  -0.6500  -2.4470  2.7996
C  -0.6180  -2.5766  4.1731
C  0.5221  -2.1972  4.8703
C  1.6261  -1.7046  4.1869
C  1.6112  -1.5824  2.8107
H  4.3594  -3.1174  -2.0117
H  6.2058  -2.4651  -0.7827
H  7.4661  -0.5631  0.1388
H  6.3667  1.6311  0.4152
H  3.9930  1.8987  -0.1800
H  2.7078  -0.0013  -1.0508
H  -1.5105  -2.8123  2.2199
H  -1.4722  -2.9824  4.6940
H  0.5563  -2.2961  5.9438
H  2.5105  -1.4220  4.7394
H  2.4636  -1.2003  2.2691
I  -4.4435  -1.7756  1.4841
C  -5.7801  -1.2145  -0.1246
I  -4.8582  -1.5203  -2.0609
H  -6.0157  -0.1597  -0.0057
H  -6.6727  -1.8316  -0.0546
C  -1.9000  0.6345  3.4055
N  -0.8492  1.3524  2.7225
C  -0.0215  2.2329  3.5297
C  1.3776  2.2731  2.9412
C  1.2431  2.7628  1.5103
N  0.3158  1.9035  0.7906
C  0.4096  1.8750  -0.6532
C  -0.7088  1.2698  1.3914
O  -1.5199  0.5790  0.6856
H  -2.7867  1.2569  3.5326
H  -1.5372  0.3238  4.3824
H  -2.1558  -0.2600  2.8362
H  -0.0009  1.8470  4.5485
H  -0.4534  3.2394  3.5487
H  1.8073  1.2707  2.9568
H  2.0169  2.9449  3.5088
H  2.2080  2.7350  1.0006
H  0.8720  3.7944  1.4976
H  -0.4869  2.3072  -1.1077
H  0.5382  0.8379  -1.0069
H  1.2644  2.4650  -0.9714
Br  -1.3522  -0.8687  -6.2578
C  -2.8782  0.2107  -5.9619
C  -3.7721  0.4518  -6.9972
C  -4.8862  1.2452  -6.7874
C  -5.1317  1.7927  -5.5375
C  -4.2549  1.5518  -4.4929
C  -3.1336  0.7738  -4.7175
I  -1.6797  0.5607  -3.1337
H  -3.5718  0.0245  -7.9674
H  -5.5620  1.4372  -7.6057
H  -5.9893  2.4254  -5.3739
H  -4.4343  1.9826  -3.5202

Values from the calculation:
Largest force on an atom   1.819 eV Å⁻¹
LUMO (spin up / spin down)   -6.5 / -6.4 eV
Net charge   +2
Electronic energy   -156515.9129 eV
Frontier orbital gap (spin up / spin down)   6.06 / 6.19 eV
2S+1   2

Entry 8:
The following is a quantum chemistry calculation of a structure of composition C25H48Cl3MgN4O3SSi at a distorted geometry, from OMol25.

Cartesian coordinates (Å):
C  -1.5529  -1.9602  -3.2738
C  -1.0846  -2.9327  -2.2355
H  -1.3249  -2.3135  -4.2870
H  -1.0710  -0.9738  -3.1200
H  -2.6438  -1.7989  -3.1996
C  -0.5827  -4.1560  -2.4796
C  -0.4439  -4.7762  -3.8262
H  -0.2577  -4.7827  -1.6461
H  -0.6513  -4.0829  -4.6479
H  -1.1122  -5.6397  -3.9430
H  0.5760  -5.1606  -3.9506
Mg  0.0083  0.5748  -0.6622
Cl  -2.1436  0.5337  0.4704
Cl  0.1126  1.3820  -2.8535
H  0.7303  4.6399  3.3461
H  -1.4853  5.5914  2.4422
C  1.0102  4.4014  2.3133
C  -1.1441  5.2952  1.4449
N  -0.1951  4.1898  1.5156
H  1.6151  3.4930  2.2869
C  -0.3641  3.1112  0.7576
O  0.4614  2.1794  0.5889
H  -2.0122  4.9752  0.8557
H  -1.3402  3.0450  0.2509
H  1.5719  5.2586  1.9211
H  -0.6898  6.1779  0.9753
H  1.4795  -1.6074  -3.1448
H  2.3467  -3.6273  -1.6555
C  2.3717  -1.0587  -2.8055
C  3.1981  -2.9540  -1.4902
N  2.7833  -1.5652  -1.5085
H  2.1256  0.0098  -2.7622
C  2.6467  -0.8683  -0.3762
O  2.0673  0.2382  -0.2909
H  3.6508  -3.1809  -0.5228
H  3.0714  -1.3721  0.5080
H  3.1878  -1.2377  -3.5180
H  3.9285  -3.1157  -2.2861
O  -0.0860  -1.4681  -0.7248
C  -1.0811  -2.3746  -0.8081
C  0.1514  -3.9128  0.8627
C  -1.0416  -3.4438  0.3104
H  1.1122  -3.4728  0.5554
C  0.1178  -4.9422  1.8147
H  -2.0384  -1.8339  -0.6744
C  -2.2556  -3.9866  0.7328
H  1.0565  -5.3014  2.2488
C  -1.0997  -5.5243  2.1934
C  -2.2895  -5.0492  1.6320
H  -3.1679  -3.5894  0.2799
H  -1.1177  -6.3480  2.9114
H  -3.2421  -5.5064  1.8929
Si  -0.4273  4.6448  -5.1069
Cl  -0.6561  2.8366  -6.1368
C  1.4150  4.7484  -4.7486
C  -1.6086  4.3925  -3.6643
C  -0.9305  6.1974  -6.0625
H  1.7452  3.8020  -4.2980
H  1.6426  5.5731  -4.0584
H  1.9652  4.9119  -5.6886
H  -0.2851  6.3707  -6.9358
H  -0.8479  7.0861  -5.4154
H  -1.9723  6.1432  -6.4076
H  -1.3522  3.4446  -3.1608
H  -2.6341  4.3167  -4.0595
H  -1.5536  5.2183  -2.9408
C  2.0558  1.0059  4.1637
N  1.0856  0.1262  4.8178
C  1.5086  -0.4630  6.0904
C  0.2118  -0.6081  4.0375
S  0.5028  -1.0277  2.4356
N  -0.9235  -1.0424  4.6473
C  -1.4949  -0.3353  5.7963
C  -1.8607  -1.8239  3.8418
H  2.9742  1.0316  4.7552
H  1.6357  2.0199  4.0942
H  2.2648  0.6475  3.1451
H  0.7474  -0.3019  6.8557
H  1.7049  -1.5369  6.0050
H  2.4241  0.0408  6.4010
H  -2.5335  -0.0510  5.5782
H  -1.4947  -1.0030  6.6656
H  -0.9087  0.5590  6.0308
H  -2.2695  -1.2421  2.9923
H  -1.3251  -2.6878  3.4209
H  -2.6674  -2.1726  4.4911

Values from the calculation:
Largest force on an atom   2.393 eV Å⁻¹
LUMO   2.3 eV
Net charge   -1
Electronic energy   -100540.9018 eV
Frontier orbital gap   6.68 eV
2S+1   1